Record 1
ORCA calculation (ωB97M-V with the def2-TZVPD basis set) on a structure of composition C22H27As2FeI2N4S3.

```
! wB97M-V def2-TZVPD RIJCOSX def2/J DEFGRID3
* xyz 1 1
Fe -0.09892 0.40950 -0.42461
S 1.97766 -0.80774 -0.24715
C 2.54360 0.73992 -0.78243
C 3.85124 1.09105 -1.14154
C 4.09810 2.37844 -1.55184
C 3.05148 3.30556 -1.61675
C 1.79402 2.89233 -1.25540
N 1.55130 1.64030 -0.82677
H 4.63355 0.34627 -1.09780
H 5.10135 2.67191 -1.83557
H 3.21582 4.32075 -1.94747
H 0.94505 3.56396 -1.29345
C -0.45013 -3.44910 -0.10024
As -0.80821 -1.85011 0.90326
C -2.28187 -2.38666 2.04314
C 0.52594 -1.83748 2.30480
C 0.97859 -3.02953 2.85468
C 1.85363 -2.99487 3.93522
C 2.24726 -1.77801 4.47435
C 1.78272 -0.58931 3.92492
C 0.93253 -0.62007 2.82863
As 0.34005 0.97201 1.92293
C 1.80131 2.18416 2.25091
C -1.00778 1.58631 3.17495
H -0.65980 -4.32212 0.51265
H 0.59131 -3.44989 -0.41293
H -1.11101 -3.42898 -0.96218
H -1.90268 -3.07302 2.79660
H -3.05195 -2.85433 1.43670
H -2.69229 -1.50122 2.52162
H 0.66534 -3.98570 2.45466
H 2.22462 -3.92024 4.35649
H 2.92255 -1.75312 5.32000
H 2.10861 0.35197 4.34947
H 1.85336 2.40044 3.31570
H 1.63236 3.10598 1.69873
H 2.72230 1.71956 1.90704
H -0.71392 1.27316 4.17412
H -1.97537 1.16056 2.91941
H -1.08266 2.67200 3.14834
S 0.28991 0.18162 -2.86775
C -0.90705 -0.79270 -3.61849
N -0.60287 -2.08109 -3.91369
C -1.44179 -2.94579 -4.50969
C -2.69114 -2.51367 -4.83738
C -2.97889 -1.18214 -4.52725
N -2.13138 -0.34396 -3.95122
H 0.33790 -2.36383 -3.66120
H -1.06814 -3.94321 -4.69117
H -3.40849 -3.16687 -5.30917
H -3.95633 -0.77204 -4.75964
S -2.50099 4.04558 -2.00072
C -1.97139 4.41000 -0.42443
C -1.29520 3.35318 0.07951
N -1.18062 2.26614 -0.76713
C -1.78800 2.51499 -1.90239
H -2.18196 5.35465 0.05036
H -0.85595 3.32679 1.06247
H -1.83931 1.80096 -2.71429
I -2.76224 -0.49376 -0.74744
I -5.17510 0.19048 -2.02247
*
```

Molecular weight ... 903.18 g mol⁻¹
Frontier orbital gap (alpha / beta) ... 6.53 / 6.48 eV
Relative energy (zero: lowest compared OMol25 entry of this formula, charge and spin) ... 156.69 kJ/mol
HOMO (alpha / beta) ... -0.371 / -0.370 hartree



Record 2
ORCA calculation (ωB97M-V with the def2-TZVPD basis set) on a cluster of 2 separate species, C22H27Br2Si in total.

```
! wB97M-V def2-TZVPD RIJCOSX def2/J DEFGRID3
* xyz 1 1
C -1.12663 -1.23462 3.10940
C -0.79555 -0.05837 2.22531
C -1.78378 0.71333 1.72504
C 0.62394 0.24382 1.82126
Si 2.03885 0.09684 3.07766
C 3.55534 0.04080 1.97167
C 2.08989 1.61515 4.17238
C 1.97146 -1.43402 4.15352
H -0.68763 -2.17552 2.74358
H -0.79316 -1.09706 4.14954
H -2.21897 -1.37706 3.13595
H -1.55118 1.58037 1.10749
H -2.81713 0.49201 1.95064
H 0.93178 -0.40163 0.97517
H 0.66333 1.28065 1.44970
H 4.46716 -0.01466 2.57997
H 3.52414 -0.84049 1.31575
H 3.61844 0.93738 1.33923
H 2.89177 1.50180 4.91644
H 2.30257 2.52216 3.58954
H 1.14750 1.76695 4.71626
H 2.86191 -1.44137 4.79969
H 1.09424 -1.47453 4.81111
H 1.99600 -2.35036 3.54774
Br -4.10376 3.71302 6.51892
C -4.44068 2.90720 4.84932
C -4.52284 1.50698 4.76137
C -4.76100 0.90775 3.53122
C -4.88699 1.68358 2.34372
C -4.95598 1.02390 1.06721
C -5.76249 1.49671 0.03394
C -6.20309 0.69527 -1.01396
C -7.06161 1.15050 -2.06399
C -7.68212 0.20942 -2.93393
C -8.43137 0.62395 -4.02831
C -8.59059 1.99708 -4.28494
Br -9.51732 2.56113 -5.82331
C -8.06245 2.94735 -3.39633
C -7.32142 2.53406 -2.28848
C -4.90090 3.10072 2.47210
C -4.65102 3.69964 3.70830
H -4.40084 0.89432 5.65094
H -4.87840 -0.17916 3.46014
H -4.50669 0.03424 0.94693
H -6.11931 2.52911 0.10619
H -5.91892 -0.36284 -1.02822
H -7.55288 -0.85450 -2.72923
H -8.87857 -0.10719 -4.69212
H -8.22395 4.00324 -3.58592
H -6.90828 3.27603 -1.60450
H -5.09082 3.71486 1.58869
H -4.62312 4.78087 3.80634
*
```

Molecular weight ... 479.35 g mol⁻¹
Frontier orbital gap ... 5.25 eV
Relative energy (zero: lowest compared OMol25 entry of this formula, charge and spin) ... 0.00 kJ/mol
HOMO ... -0.409 hartree



Record 3
ORCA calculation (ωB97M-V with the def2-TZVPD basis set) on a structure of composition C22H27BrN9O2PSn.

```
! wB97M-V def2-TZVPD RIJCOSX def2/J DEFGRID3
* xyz 4 1
Sn -16.04388 -15.70960 2.82157
C -14.35627 -20.62123 5.05803
N -14.69072 -19.18956 5.12263
C -14.94956 -18.47082 6.30139
C -15.25401 -17.20840 5.83196
N -15.13840 -17.13570 4.42731
C -14.76066 -18.35704 4.03505
P -14.36547 -18.85023 2.30174
C -16.14160 -18.82924 1.66654
N -16.90260 -17.71176 1.59546
C -18.18007 -18.20578 1.22501
C -18.12428 -19.56819 1.05649
N -16.81796 -19.95634 1.35495
C -16.31659 -21.36454 1.17853
C -13.65536 -17.35788 1.49634
N -13.96647 -16.06240 1.88981
C -13.06965 -15.27742 1.11940
C -12.27281 -16.01913 0.32772
N -12.67944 -17.35422 0.55049
C -12.03546 -18.53451 -0.06640
H -13.47357 -20.79487 4.43792
H -15.19002 -21.15425 4.59734
H -14.23824 -21.08849 6.05809
H -14.98552 -18.95069 7.28053
H -15.44476 -16.34848 6.42736
H -19.08800 -17.61349 1.12106
H -18.88109 -20.33562 0.81927
H -17.13552 -22.13142 1.26136
H -15.58227 -21.55958 1.96448
H -15.80255 -21.47570 0.21837
H -13.03637 -14.21512 1.19535
H -11.38646 -15.79231 -0.28624
H -10.99662 -18.38867 -0.28225
H -12.60628 -18.80460 -0.95303
H -12.07494 -19.33883 0.66211
O -15.31683 -10.12433 6.73672
C -15.48582 -11.18913 5.93179
C -14.75033 -11.36534 4.72900
C -14.86468 -12.55393 4.13436
N -15.75084 -13.55341 4.48232
C -16.53704 -13.26690 5.51240
Br -17.83002 -14.57694 6.14617
C -16.43921 -12.11801 6.30044
H -14.55229 -9.52839 6.52338
H -14.02100 -10.57413 4.38757
H -14.23048 -12.73629 3.22557
H -17.10607 -11.92982 7.12667
N -16.29331 -13.76816 1.03605
C -16.17581 -12.79138 0.39323
N -16.17307 -11.71088 -0.27841
C -16.90835 -10.58967 0.28776
C -16.36523 -9.22737 -0.13871
O -16.04890 -9.14278 -1.55435
C -15.24293 -10.17719 -2.00513
C -15.97501 -11.56290 -1.71062
H -16.85012 -10.66230 1.39046
H -18.00733 -10.65029 0.04335
H -15.45429 -8.99714 0.49042
H -17.09348 -8.41312 0.02775
H -14.25602 -10.21555 -1.46351
H -15.10205 -10.04764 -3.11603
H -15.33456 -12.42116 -2.02666
H -16.94387 -11.67228 -2.29182
*
```

Molecular weight ... 679.11 g mol⁻¹
Frontier orbital gap (alpha / beta) ... 3.67 / 4.86 eV
Relative energy (zero: lowest compared OMol25 entry of this formula, charge and spin) ... 0.00 kJ/mol
HOMO (alpha / beta) ... -0.706 / -0.706 hartree



Record 4
ORCA calculation (ωB97M-V with the def2-TZVPD basis set) on a structure of composition C22H27Cl2INO2PdSi.

```
! wB97M-V def2-TZVPD RIJCOSX def2/J DEFGRID3
* xyz -1 3
Pd 0.76777 0.83414 -1.90730
C -1.11588 1.85099 -1.61195
Si -1.34713 0.73700 -0.10893
C -0.34840 -2.04741 -0.31763
N 0.48067 -2.84014 -1.20358
C 0.21324 -4.24348 -1.38726
C 0.98566 -5.12533 -0.38032
C 2.24353 -4.38822 0.09482
C 2.84082 -3.56351 -1.04185
C 1.85338 -2.44367 -1.42763
C 0.12244 1.26491 1.05314
C 1.12197 1.53889 0.16667
C 2.54533 3.51904 0.92806
C 2.26471 3.72859 2.19725
C 1.12359 2.94699 2.79228
C 0.23248 2.05693 2.29633
C -2.96870 0.95346 0.78393
C -3.17846 2.07027 1.59334
C -4.37533 2.24732 2.27115
C -5.39325 1.31521 2.13403
C -5.21300 0.21450 1.30847
C -4.01050 0.03771 0.64269
H -0.97333 2.91685 -1.44943
H -1.55899 1.59220 -2.57277
H -1.06533 -2.69938 0.18039
H 0.26059 -1.61339 0.48108
H 0.49980 -4.52316 -2.40937
H -0.86093 -4.41400 -1.30581
H 1.25759 -6.07199 -0.85860
H 0.35638 -5.36344 0.47955
H 2.97362 -5.09855 0.48801
H 1.98004 -3.71298 0.91360
H 3.04652 -4.20738 -1.90309
H 3.79097 -3.11866 -0.73965
H 2.02258 -2.15395 -2.47749
H 2.06058 -1.56051 -0.81402
H 1.76244 2.09692 -1.60281
H 1.79053 3.81848 -1.11950
H 2.79816 4.42736 2.83045
H 0.92337 3.17215 3.83796
H -0.57101 1.84422 2.99661
H -2.39522 2.81259 1.70610
H -4.50829 3.10615 2.91761
H -6.32390 1.44386 2.67296
H -6.00209 -0.51971 1.20288
H -3.87528 -0.84468 0.02794
Cl 2.28973 2.53069 -0.27168
C 3.81893 2.00067 -0.92386
Cl 3.65443 0.89199 -2.30173
C 1.44704 4.71385 -2.09693
O 1.37042 5.79367 -1.58752
O 1.36237 4.01214 -3.07373
H 4.84203 2.24545 -0.71542
I -1.34154 -1.31474 3.10589
C -1.09788 -0.91881 -1.04743
H -0.52350 -0.69435 -1.98494
H -2.05577 -1.25375 -1.46096
*
```

Molecular weight ... 669.78 g mol⁻¹
Frontier orbital gap (alpha / beta) ... 5.25 / 4.66 eV
Expectation value of S² ... 2.07
Relative energy (zero: lowest compared OMol25 entry of this formula, charge and spin) ... 1875.88 kJ/mol
HOMO (alpha / beta) ... -0.147 / -0.159 hartree